No. 1
DFT (ωB97M-V/def2-TZVPD) results for C31H35F8KLi2N5O17S3 as an isolated structure.

Cartesian coordinates (Å):
C (-0.41, -4.51, 6.73)
C (-0.52, -3.36, 5.54)
C (-1.90, -2.45, 5.63)
N (-3.05, -3.27, 6.21)
C (-3.70, -2.80, 7.50)
C (-4.81, -4.01, 7.70)
F (-5.74, -4.12, 8.84)
N (-4.70, -4.99, 6.55)
O (-5.34, -6.13, 6.27)
C (-4.31, -7.22, 6.34)
N (-3.28, -7.95, 5.96)
C (-3.62, -4.54, 5.59)
F (-3.11, -5.10, 4.32)
H (0.71, -4.76, 7.02)
H (-0.86, -5.50, 6.24)
H (-1.07, -4.26, 7.67)
H (-0.55, -3.92, 4.50)
H (0.39, -2.64, 5.63)
H (-2.21, -1.95, 4.61)
H (-1.65, -1.56, 6.37)
H (-3.44, -1.87, 8.17)
C (-7.16, -3.56, 0.30)
C (-6.19, -4.47, -0.14)
C (-4.86, -4.32, 0.25)
C (-4.51, -3.25, 1.09)
C (-5.47, -2.33, 1.52)
C (-6.80, -2.49, 1.12)
N (-3.11, -3.10, 1.52)
O (-2.29, -3.92, 1.10)
O (-2.84, -2.16, 2.28)
H (-8.20, -3.69, -0.01)
H (-6.48, -5.30, -0.78)
H (-4.12, -5.04, -0.09)
H (-5.21, -1.49, 2.16)
H (-7.56, -1.78, 1.45)
C (-1.27, 0.56, -0.63)
F (-1.09, -0.74, -0.26)
F (-0.89, 1.32, 0.45)
F (-0.34, 0.80, -1.61)
S (-3.02, 0.93, -1.19)
O (-3.87, 0.62, -0.03)
O (-3.26, 0.04, -2.33)
O (-3.03, 2.35, -1.55)
N (2.30, 1.23, -3.38)
C (3.24, 0.24, -3.42)
C (4.30, 0.69, -4.16)
C (3.99, 2.00, -4.59)
C (2.75, 2.31, -4.09)
H (1.40, 1.17, -2.91)
H (3.07, -0.70, -2.91)
H (5.21, 0.13, -4.38)
H (4.61, 2.65, -5.19)
H (2.15, 3.21, -4.18)
Li (5.70, 2.04, -5.92)
O (-1.98, 1.52, -6.42)
S (-0.60, 1.37, -5.91)
O (-0.02, 0.12, -6.42)
O (-0.61, 1.34, -4.44)
O (0.22, 2.51, -6.38)
K (1.20, -1.75, 4.72)
Li (0.30, 1.80, 1.73)
C (-4.17, 3.33, -7.78)
C (-5.03, 2.22, -8.37)
O (-5.52, 2.59, -9.66)
C (-4.66, 2.39, -10.71)
O (-3.53, 1.93, -10.59)
C (-5.33, 2.78, -12.03)
F (-6.00, 3.97, -11.95)
F (-6.24, 1.86, -12.45)
F (-4.44, 2.93, -13.06)
H (-4.72, 4.27, -7.77)
H (-3.86, 3.08, -6.76)
H (-3.27, 3.49, -8.39)
H (-5.91, 2.06, -7.73)
H (-4.49, 1.27, -8.41)
C (6.49, -1.31, 5.89)
C (7.57, -0.83, 6.51)
C (7.46, -0.15, 7.82)
O (8.45, 0.30, 8.39)
C (6.12, -0.03, 8.42)
C (5.04, -0.52, 7.80)
C (5.14, -1.20, 6.49)
O (4.16, -1.64, 5.92)
H (6.55, -1.81, 4.93)
H (8.56, -0.91, 6.09)
H (6.06, 0.46, 9.38)
H (4.04, -0.44, 8.22)
O (8.42, 4.26, -0.57)
S (7.55, 5.41, -0.72)
O (6.74, 5.91, 0.37)
O (6.59, 5.18, -2.02)
C (5.82, 4.00, -2.09)
C (4.59, 4.08, -1.20)
C (8.50, 6.76, -1.37)
H (6.42, 3.12, -1.85)
H (5.49, 3.89, -3.13)
H (4.88, 4.10, -0.14)
H (3.93, 3.22, -1.36)
H (4.03, 5.00, -1.39)
H (9.08, 6.41, -2.23)
H (9.17, 7.11, -0.58)
H (7.82, 7.56, -1.67)

As for the energy relative to the best compared isomer or geometry (same formula, charge and spin): 1053.2 kJ/mol. Its charge is +1. The frontier orbital gap is 1.132 eV. The calculation puts the LUMO energy at -5.3 eV.


No. 2
DFT (ωB97M-V/def2-TZVPD) results for a 9-piece molecular cluster, C37H42F4N2O3 overall.

Cartesian coordinates (Å):
F (3.80, -0.68, -1.89)
C (4.40, -1.48, -2.79)
C (5.67, -1.08, -3.32)
C (6.35, -1.95, -4.19)
C (5.74, -3.22, -4.47)
C (4.44, -3.52, -3.99)
C (3.78, -2.68, -3.14)
H (6.09, -0.14, -2.98)
H (7.28, -1.74, -4.68)
H (6.13, -3.97, -5.14)
H (3.94, -4.45, -4.22)
H (2.86, -2.90, -2.62)
F (-2.37, -4.81, 3.27)
C (-1.17, -4.37, 3.73)
C (-0.89, -2.97, 3.70)
C (0.24, -2.54, 4.39)
C (1.09, -3.47, 4.99)
C (0.88, -4.84, 4.94)
C (-0.28, -5.31, 4.30)
H (-1.55, -2.22, 3.27)
H (0.43, -1.49, 4.57)
H (1.97, -3.13, 5.52)
H (1.61, -5.52, 5.37)
H (-0.44, -6.37, 4.18)
F (0.68, 2.48, -1.39)
C (0.35, 1.37, -0.75)
C (-0.54, 1.43, 0.32)
C (-0.92, 0.22, 0.98)
C (-0.43, -0.97, 0.40)
C (0.42, -1.00, -0.69)
C (0.81, 0.20, -1.26)
H (-0.93, 2.35, 0.73)
H (-1.59, 0.27, 1.83)
H (-0.57, -1.94, 0.85)
H (0.94, -1.86, -1.07)
H (1.58, 0.22, -2.03)
F (2.39, -4.23, -0.53)
C (1.22, -4.88, -0.73)
C (1.04, -5.74, -1.87)
C (-0.14, -6.45, -1.96)
C (-1.15, -6.32, -1.01)
C (-0.93, -5.50, 0.11)
C (0.25, -4.76, 0.20)
H (1.77, -5.76, -2.66)
H (-0.24, -7.07, -2.84)
H (-2.08, -6.86, -1.12)
H (-1.77, -5.38, 0.78)
H (0.41, -4.18, 1.10)
C (-3.22, 4.95, 3.68)
C (-2.97, 4.24, 2.56)
C (-3.33, 4.76, 1.31)
N (-4.02, 5.94, 1.21)
C (-4.17, 6.66, 2.31)
C (-3.79, 6.25, 3.56)
H (-2.82, 4.62, 4.63)
H (-2.49, 3.28, 2.70)
H (-3.13, 4.28, 0.36)
H (-4.64, 7.63, 2.24)
H (-3.82, 6.88, 4.44)
C (0.82, 2.80, -4.68)
C (2.09, 3.25, -5.08)
C (2.26, 3.57, -6.43)
N (1.25, 3.55, -7.34)
C (0.09, 3.06, -6.89)
C (-0.21, 2.70, -5.60)
H (0.64, 2.46, -3.67)
H (2.82, 3.29, -4.29)
H (3.16, 4.05, -6.76)
H (-0.63, 3.09, -7.70)
H (-1.19, 2.39, -5.28)
C (-4.50, 0.79, 2.71)
O (-5.61, 0.16, 2.21)
H (-4.19, 0.26, 3.62)
H (-3.80, 0.71, 1.89)
H (-4.76, 1.85, 2.81)
H (-6.32, 0.10, 2.86)
C (0.47, 5.77, -0.85)
O (-0.37, 6.78, -1.37)
H (0.07, 4.78, -1.06)
H (1.52, 5.79, -1.17)
H (0.46, 5.82, 0.24)
H (-1.28, 6.48, -1.28)
C (-0.62, 1.28, 4.52)
O (-1.68, 0.41, 4.41)
H (0.39, 0.93, 4.71)
H (-0.46, 1.89, 3.63)
H (-0.83, 1.79, 5.46)
H (-1.76, -0.13, 5.20)

Its charge is 0. The frontier orbital gap is 9.493 eV. The calculation puts the LUMO energy at 0.3 eV.


Which of these has the lowest charge? C37H42F4N2O3